The following is a DFT calculation (ωB97M-V with the def2-TZVPD basis set) of a cluster of 2 separate species, C2H7BrN2 in total at a distorted geometry.

Geometry as XYZ:
```
12
C2H7BrN2 | OMol25 | ωB97M-V with the def2-TZVPD basis set
C 0.00 -2.06 -0.31
C 0.61 2.00 0.60
N 1.06 -1.33 0.07
N 1.86 -0.61 -0.74
Br 3.40 0.18 -0.03
H 1.26 1.56 -0.06
H -0.57 -2.70 0.39
H -0.28 -1.99 -1.28
H 0.00 2.81 0.26
H -0.01 1.18 0.99
H 0.98 2.46 1.53
H 1.13 -1.30 1.12
```

Its max |F| is 3.44 eV/A. Its net charge is 0. The calculation puts the orbital gap (alpha / beta) at 8.31 / 8.31 eV. As for the multiplicity: 1.

Want to see where the charge sits? The Mulliken charges in e are: C -0.465; C -0.922; N 0.295; N -0.658; Br -0.075; H 0.164; H 0.236; H 0.323; H 0.300; H 0.195; H 0.288; H 0.318


The following is a DFT calculation (ωB97M-V with the def2-TZVPD basis set) of the molecule C5H10O2.

Geometry as XYZ:
```
17
C5H10O2 | OMol25 | ωB97M-V with the def2-TZVPD basis set
C -1.01 -1.16 1.67
O -1.20 -0.43 0.52
C -0.46 0.63 0.41
C 1.45 -0.37 0.69
O 1.33 -0.15 -0.73
C 0.29 0.80 -0.88
C -0.48 0.51 -2.16
H 0.47 -0.97 1.34
H -1.06 -0.55 2.59
H -1.65 -2.04 1.68
H -0.44 1.34 1.23
H 2.13 -1.22 0.79
H 1.92 0.48 1.21
H 0.70 1.82 -0.91
H -1.23 1.28 -2.35
H 0.22 0.48 -3.00
H -0.97 -0.46 -2.08
```

Its max |F| is 0.32 eV/A. Its net charge is 0. The calculation puts the orbital gap (alpha / beta) at 7.94 / 7.94 eV. As for the multiplicity: 1.

Want to see where the charge sits? The Mulliken charges in e are: C -0.744; O -0.283; C -0.318; C -0.415; O -0.423; C 0.474; C -1.368; H 0.227; H 0.280; H 0.219; H 0.497; H 0.322; H 0.250; H 0.277; H 0.359; H 0.337; H 0.310


The following is a DFT calculation (ωB97M-V with the def2-TZVPD basis set) of a cluster of 8 separate species, C8H30O8 in total at a distorted geometry.

Geometry as XYZ:
```
46
C8H30O8 | OMol25 | ωB97M-V with the def2-TZVPD basis set
C -3.10 10.56 7.71
O -1.78 10.54 7.95
H -3.38 11.46 7.11
H -3.42 9.71 7.01
H -3.73 10.52 8.63
C -3.78 14.38 5.62
O -2.69 14.73 6.31
H -4.66 15.09 5.79
H -3.60 14.48 4.51
H -4.19 13.36 5.83
C -3.78 10.75 3.44
O -2.60 10.29 2.79
H -3.76 11.84 3.40
H -4.70 10.40 2.96
H -3.79 10.44 4.49
H -2.59 9.33 2.84
C -3.12 8.64 10.91
O -2.08 7.78 10.46
H -4.08 8.38 10.45
H -3.22 8.56 12.00
H -2.87 9.66 10.64
H -2.37 6.88 10.63
C -0.94 8.31 5.19
O -0.02 7.49 5.93
H -0.48 8.70 4.27
H -1.79 7.69 4.86
H -1.28 9.14 5.81
H 0.25 6.79 5.33
C -6.38 12.08 8.06
O -7.50 12.60 8.79
H -5.66 11.72 8.78
H -6.66 11.37 7.29
H -5.81 12.90 7.59
H -7.81 13.41 8.36
C -6.45 9.57 5.22
O -7.75 9.54 5.81
H -6.14 10.57 4.94
H -5.72 9.15 5.93
H -6.37 8.92 4.34
H -8.05 8.63 5.77
C -4.33 6.90 7.53
O -3.93 5.92 8.49
H -5.36 6.68 7.23
H -4.37 7.88 8.01
H -3.69 6.96 6.65
H -2.97 5.89 8.50
```

Its max |F| is 1.39 eV/A. Its net charge is -2. The calculation puts the orbital gap at 3.83 eV. As for the multiplicity: 1.

Want to see where the charge sits? The Mulliken charges in e are: C 1.092; O -0.913; H -0.069; H -0.500; H -0.541; C -0.102; O -0.892; H 0.118; H 0.127; H -0.219; C -0.076; O -0.532; H 0.180; H 0.253; H -0.077; H 0.258; C -0.505; O -0.478; H 0.154; H 0.330; H 0.211; H 0.262; C -0.496; O -0.522; H 0.334; H 0.165; H 0.215; H 0.255; C 0.096; O -0.591; H 0.066; H -0.008; H 0.102; H 0.306; C -0.624; O -0.565; H 0.260; H 0.223; H 0.415; H 0.297; C -0.146; O -0.586; H 0.230; H 0.072; H 0.098; H 0.322


The following is a DFT calculation (ωB97M-V with the def2-TZVPD basis set) of a cluster of 2 separate species, C9H13Cl4F3O3S in total.

Geometry as XYZ:
```
33
C9H13Cl4F3O3S | OMol25 | ωB97M-V with the def2-TZVPD basis set
O 1.59 0.22 1.95
S 1.73 0.45 0.54
O 3.01 0.70 -0.03
C 0.56 1.67 0.01
C 0.10 1.39 -1.42
C -0.63 0.03 -1.61
C -2.13 0.24 -1.82
C -2.87 0.86 -0.62
C -3.39 -0.16 0.40
Cl -2.81 0.18 2.06
C -0.25 -0.89 -0.44
C -0.51 -2.39 -0.65
F -0.54 -3.03 0.52
F 0.43 -2.95 -1.41
F -1.69 -2.61 -1.26
O 1.17 -0.82 -0.25
H 1.09 2.61 0.11
H -0.26 1.66 0.73
H -0.58 2.20 -1.70
H 0.96 1.46 -2.08
H -0.22 -0.45 -2.50
H -2.62 -0.70 -2.11
H -2.24 0.90 -2.68
H -3.70 1.46 -0.98
H -2.22 1.56 -0.09
H -3.07 -1.18 0.16
H -4.47 -0.17 0.44
H -0.76 -0.62 0.50
Cl 6.16 -1.10 2.00
C 4.78 -0.34 2.79
Cl 4.51 -1.02 4.39
Cl 4.97 1.41 2.86
H 3.90 -0.54 2.19
```

Its max |F| is 0.22 eV/A. Its net charge is 0. The calculation puts the orbital gap at 11.02 eV. The SMILES is O=S1(=O)CC[C@H](CCCCl)[C@@H](C(F)(F)F)O1.ClC(Cl)Cl. As for the multiplicity: 1.

Want to see where the charge sits? The Mulliken charges in e are: O -0.648; S 1.110; O -0.612; C -0.597; C -1.170; C 0.759; C -1.464; C -0.471; C -0.480; Cl -0.202; C -0.250; C 0.705; F -0.267; F -0.264; F -0.251; O -0.400; H 0.549; H 0.355; H 0.432; H 0.367; H 0.452; H 0.502; H 0.486; H 0.393; H 0.257; H 0.219; H 0.393; H 0.119; Cl -0.140; C 0.800; Cl -0.143; Cl -0.139; H -0.399


The following is a DFT calculation (ωB97M-V with the def2-TZVPD basis set) of the molecule C2H3ClS at a distorted geometry.

Geometry as XYZ:
```
7
C2H3ClS | OMol25 | ωB97M-V with the def2-TZVPD basis set
C -0.69 0.82 0.18
C 2.35 -0.68 -0.04
S 0.98 0.61 0.10
Cl 3.87 0.09 -0.09
H -1.44 0.03 0.40
H -0.89 1.77 -0.08
H 2.24 -1.10 1.01
```

Its max |F| is 6.02 eV/A. Its net charge is 0. The calculation puts the orbital gap (alpha / beta) at 7.87 / 7.04 eV. As for the multiplicity: 1.

Want to see where the charge sits? The Mulliken charges in e are: C -0.497; C -0.199; S 0.069; Cl -0.097; H 0.260; H 0.279; H 0.184


The following is a DFT calculation (ωB97M-V with the def2-TZVPD basis set) of a structure of composition C29H33AsBN6NiS3.

Geometry as XYZ:
```
74
C29H33AsBN6NiS3 | OMol25 | ωB97M-V with the def2-TZVPD basis set
Ni 0.50 0.81 0.37
C -1.60 4.92 -1.64
N -2.24 3.62 -1.51
C -3.40 3.23 -2.15
C -3.75 2.04 -1.62
N -2.82 1.70 -0.66
B -3.11 0.58 0.43
N -2.68 -0.84 -0.05
C -3.49 -1.68 -0.79
C -2.90 -2.89 -0.87
N -1.71 -2.79 -0.18
C -0.73 -3.85 0.00
C -1.59 -1.54 0.31
S -0.29 -1.06 1.35
C -1.91 2.67 -0.61
S -0.56 2.83 0.46
H -1.96 5.40 -2.55
H -0.52 4.81 -1.68
H -1.85 5.55 -0.78
H -3.86 3.84 -2.91
H -4.59 1.41 -1.83
H -4.31 0.55 0.54
H -2.53 0.86 1.44
H -4.43 -1.34 -1.17
H -3.21 -3.80 -1.34
H -1.02 -4.69 -0.63
H -0.70 -4.17 1.04
H 0.26 -3.50 -0.29
S 2.22 1.27 1.97
C 3.20 1.87 0.72
N 2.80 2.69 -0.27
C 3.93 3.15 -1.07
C 4.98 2.08 -0.76
N 4.49 1.57 0.52
H 1.94 3.21 -0.17
H 4.26 4.14 -0.74
H 3.67 3.19 -2.13
H 5.98 2.48 -0.67
H 4.97 1.28 -1.51
H 4.94 0.84 1.05
C 2.52 3.49 -4.71
C 3.09 2.22 -4.76
C 2.59 1.20 -3.97
C 1.51 1.43 -3.12
C 0.96 2.70 -3.06
C 1.45 3.73 -3.85
As 0.73 0.05 -1.99
C -0.71 -0.62 -3.10
C -0.90 -1.99 -3.28
C -1.93 -2.44 -4.10
C -2.78 -1.54 -4.70
C -2.62 -0.18 -4.49
C -1.58 0.28 -3.70
C 2.07 -1.34 -2.05
C 2.79 -1.59 -0.89
C 3.81 -2.54 -0.89
C 4.10 -3.24 -2.05
C 3.39 -2.99 -3.21
C 2.37 -2.04 -3.22
H 2.91 4.28 -5.33
H 3.93 2.03 -5.42
H 3.05 0.22 -4.02
H 0.15 2.89 -2.37
H 1.01 4.72 -3.80
H -0.23 -2.70 -2.81
H -2.05 -3.51 -4.25
H -3.58 -1.90 -5.34
H -3.29 0.53 -4.96
H -1.45 1.35 -3.55
H 2.54 -1.07 0.03
H 4.36 -2.74 0.02
H 4.89 -3.98 -2.05
H 3.62 -3.54 -4.12
H 1.82 -1.85 -4.13
```

Its max |F| is 0.29 eV/A. Its net charge is +1. The calculation puts the orbital gap (alpha / beta) at 8.48 / 7.41 eV. As for the multiplicity: 3.

Want to see where the charge sits? The Mulliken charges in e are: Ni 0.368; C -0.752; N 0.342; C -0.582; C -0.582; N 0.603; B -0.608; N 0.710; C -0.475; C -0.574; N 0.394; C -0.948; C -0.395; S -0.488; C 0.023; S -0.592; H 0.323; H 0.239; H 0.300; H 0.459; H 0.560; H -0.136; H -0.078; H 0.539; H 0.520; H 0.334; H 0.337; H 0.334; S -0.361; C 0.005; N 0.200; C -0.134; C -0.463; N -0.110; H -0.007; H 0.400; H -0.093; H 0.359; H 0.252; H 0.262; C -0.846; C -0.793; C -0.570; C 0.749; C 0.382; C -0.426; As 2.392; C 0.650; C -0.398; C -0.963; C -0.730; C -0.714; C -0.641; C 0.845; C -0.739; C -1.146; C -0.588; C -0.837; C -0.302; H 0.399; H 0.426; H 0.422; H -0.725; H 0.400; H 0.579; H 0.494; H 0.426; H 0.496; H 0.177; H 0.222; H 0.498; H 0.424; H 0.443; H 0.508


Question: The lowest net charge belongs to which entry?
Answer: C8H30O8


Question: Number 3 is which compound?
Answer: C8H30O8


Question: Among the records above, which one has the highest net charge?
Answer: C29H33AsBN6NiS3


Question: The highest net charge belongs to which entry?
Answer: C29H33AsBN6NiS3